{"formula": "C4H7NO2", "method": "the ωB97M-V functional and the def2-TZVPD basis", "elements": ["C", "O", "C", "N", "C", "C", "O", "H", "H", "H", "H", "H", "H", "H"], "coordinates": [[1.2572, 1.6720, -0.5424], [-0.0224, 1.1592, -0.9132], [-0.4697, 0.0438, -0.3063], [-1.8342, 0.0672, -0.2043], [0.3232, -0.9707, 0.1414], [-0.1266, -1.9119, 1.1422], [0.5451, -2.8256, 1.5883], [1.0990, 2.5487, 0.0930], [1.8397, 0.9298, 0.0038], [1.7817, 1.9602, -1.4547], [-2.3241, -0.8030, -0.3369], [-2.2823, 0.8870, -0.5863], [1.3586, -1.0437, -0.1735], [-1.1451, -1.7131, 1.5490]], "forces_ev_per_angstrom": [[0.2, 0.1, 0.1], [-0.1, -0.1, 0.0], [-0.1, -0.1, 0.0], [0.1, 0.0, -0.1], [0.0, 0.0, 0.1], [0.0, -0.1, 0.0], [-0.2, 0.2, -0.1], [0.1, -0.1, -0.1], [0.0, 0.2, -0.1], [-0.1, 0.0, 0.1], [0.1, 0.1, 0.1], [0.1, -0.1, 0.1], [-0.2, 0.1, 0.1], [0.1, -0.1, 0.0]], "nbo_charge": [-0.254, -0.505, 0.582, -0.807, -0.543, 0.382, -0.570, 0.189, 0.201, 0.196, 0.401, 0.401, 0.229, 0.097], "total_charge": 0, "gap_ev": 9.33, "smiles": "CO/C(N)=C/C=O", "lumo_ev": 0.67}